Here is C5H9NO2 as an isolated structure from OMol25. Energies are from ωB97M-V/def2-TZVPD.

The geometry in ORCA input format:
```
! RIJCOSX wB97M-V def2-TZVPD def2/J DEFGRID3
* xyz 0 1
O 2.2848 -0.2142 0.6823
O -1.1238 -0.6385 1.5685
N 0.0456 -1.2560 -0.3714
C -0.0414 -0.5327 0.7660
C -1.0208 -1.3234 -1.3533
C 1.2149 -0.0078 1.2977
C 0.7437 2.0295 -0.4457
C 0.1318 1.4266 0.5560
H 1.6106 1.5631 -0.9060
H 1.0069 -1.2278 -0.7099
H -1.9409 -1.7034 -0.9015
H -0.6804 1.8469 1.1392
H -1.9020 -0.9058 1.0618
H 0.4646 3.0202 -0.7874
H -1.2267 -0.3522 -1.8178
H 1.1682 0.3052 2.3522
H -0.7351 -2.0298 -2.1306
*
```

Output
* LUMO level: 0.50 eV
* HOMO level: -8.3 eV
* ΔE to the lowest compared entry with this formula, charge and spin: 342.6 kJ/mol
* orbital gap: 8.847 eV
* largest force on an atom: 1.0 eV/Å
* DFT total energy: -401.046280 hartree